Entry from OMol25: a structure of composition C32H29FMnN5O3 (the ωB97M-V functional and the def2-TZVPD basis).

Each line ends with the Löwdin spin population.
Atoms and positions in Å:
Mn1 -1.3557 0.4276 0.7514  3.782
C1 -1.1653 2.5233 2.7706  0.002
N1 -2.2438 1.6033 2.3338  0.008
C2 -3.4383 2.3416 1.8441  0.003
C3 -3.5954 2.3350 0.3411  0.006
C4 -4.3214 3.3216 -0.3026  0.001
C5 -4.5390 3.2046 -1.6658  0.003
C6 -4.0216 2.1095 -2.3429  0.001
C7 -3.2888 1.1828 -1.6304  0.007
N2 -3.0859 1.2894 -0.3125  0.046
C8 -2.6080 0.6700 3.4313  0.002
C9 -2.9189 -0.7031 2.9027  0.005
C10 -3.6302 -1.6309 3.6428  -0.002
C11 -3.8474 -2.8912 3.1131  0.009
C12 -3.3541 -3.1929 1.8501  -0.002
C13 -2.6527 -2.2248 1.1674  0.005
N3 -2.4380 -1.0055 1.6870  -0.021
C14 0.1032 1.7458 3.0346  0.004
C15 1.0919 2.2257 3.8743  0.001
C16 2.2371 1.4659 4.0559  0.000
C17 2.3517 0.2454 3.4067  0.002
C18 1.3162 -0.1642 2.5886  0.006
N4 0.2162 0.5708 2.4046  0.051
H1 -0.9900 3.2398 1.9665  0.000
H2 -1.4715 3.0707 3.6667  -0.001
H3 -4.3266 1.8566 2.2532  0.000
H4 -3.4319 3.3643 2.2242  0.000
H5 -4.7106 4.1640 0.2535  0.000
H6 -5.1031 3.9610 -2.1946  0.000
H7 -4.1714 1.9817 -3.4051  0.000
H8 -2.8388 0.3267 -2.1183  0.001
H9 -1.7756 0.5945 4.1316  0.000
H10 -3.4579 1.0591 3.9949  0.000
H11 -4.0107 -1.3631 4.6194  0.000
H12 -4.4013 -3.6306 3.6758  0.000
H13 -3.5119 -4.1619 1.3996  0.000
H14 -2.2397 -2.3979 0.1837  0.000
H15 0.9685 3.1767 4.3750  0.000
H16 3.0276 1.8191 4.7043  0.000
H17 3.2227 -0.3811 3.5346  0.000
H18 1.3548 -1.1105 2.0612  0.000
C19 4.0058 0.4741 -4.4419  0.000
C20 4.3782 -0.0225 -3.0518  0.000
C21 5.2452 -1.2701 -3.0468  0.000
C22 4.4953 -2.4493 -3.6470  0.000
C23 3.1576 -2.6256 -2.9792  0.000
C24 2.5217 -3.8430 -2.9861  0.001
C25 1.2913 -4.0077 -2.3469  0.001
F1 0.7182 -5.2101 -2.3827  0.000
C26 0.6755 -2.9888 -1.6833  0.000
C27 1.2986 -1.7313 -1.6587  0.001
C28 0.6797 -0.6300 -0.9635  0.005
O1 -0.4436 -0.8498 -0.3490  0.028
C29 1.3455 0.5971 -0.9660  0.006
C30 2.5578 0.7031 -1.6295  0.001
N5 3.1310 -0.2944 -2.2751  0.006
C31 2.5312 -1.5484 -2.3111  0.001
C32 0.8332 1.8482 -0.3219  0.008
O2 1.5452 2.8070 -0.1669  0.003
O3 -0.4489 1.8498 0.0115  0.019
H19 4.9119 0.6599 -5.0176  0.000
H20 3.4451 1.4072 -4.3833  0.000
H21 3.3988 -0.2535 -4.9812  0.000
H22 4.8875 0.7713 -2.5060  0.000
H23 5.5437 -1.4991 -2.0212  0.000
H24 6.1542 -1.0631 -3.6099  0.000
H25 5.0746 -3.3656 -3.5396  0.000
H26 4.3490 -2.3023 -4.7200  0.000
H27 2.9718 -4.6957 -3.4790  0.000
H28 -0.2691 -3.1441 -1.1861  0.000
H29 3.0696 1.6578 -1.6321  0.000

**Energy**: -81277.0318 eV
**<S²>**: 6.044
**HOMO level (spin up / spin down)**: -13.9 / -13.9 eV
**2S+1**: 5
**E_LUMO (spin up / spin down)**: -6.3 / -5.7 eV
**Net charge**: +2

Entry from OMol25: a structure of composition C20H28ClCoFN2O2 (the ωB97M-V functional and the def2-TZVPD basis).

Each line ends with the Löwdin spin population.
Atoms and positions in Å:
Co1 0.6192 -0.2410 0.3137  3.031
Cl1 -0.7454 -1.7085 -0.7913  0.109
N1 1.6932 -0.0935 -1.4095  0.051
N2 -0.2937 -0.8408 2.0261  0.051
C1 1.4368 0.8259 -2.2895  0.022
C2 -1.3510 -0.2371 2.4783  0.021
C3 2.6823 -1.0435 -2.0587  0.005
C4 2.3903 -0.7879 -3.5252  0.003
C5 2.4553 -2.4894 -1.6705  0.001
C6 4.1009 -0.5974 -1.7242  0.002
H1 1.4084 -2.7433 -1.8573  0.001
H2 2.6686 -2.6185 -0.6116  0.001
H3 3.1127 -3.1005 -2.2849  0.000
H4 4.2715 0.4282 -2.0831  0.000
H5 4.8005 -1.2648 -2.2152  0.000
H6 4.2380 -0.6373 -0.6403  0.001
C7 -0.1314 -2.1017 2.8549  0.005
C8 -1.5536 -2.2993 3.3442  0.003
C9 0.7900 -1.8124 4.0338  0.002
C10 0.3592 -3.2836 2.0461  0.001
H7 -0.2800 -3.3947 1.1655  0.001
H8 0.2911 -4.1647 2.6808  0.000
H9 1.3818 -3.1023 1.7225  0.001
H10 0.3742 -1.0032 4.6514  0.000
H11 1.7715 -1.5182 3.6522  0.001
H12 0.8763 -2.7093 4.6365  0.000
O1 -2.1294 -0.9566 3.2990  0.010
H13 -1.6558 -2.6954 4.3749  0.001
H14 -2.1506 -2.9114 2.6445  0.000
O2 1.8418 0.5688 -3.5412  0.011
H15 1.5895 -1.4463 -3.9074  0.000
H16 3.2675 -0.8262 -4.2027  0.001
C11 0.7359 2.1148 -2.0592  0.013
C12 -1.7959 1.1477 2.1784  0.012
C13 -1.7832 1.4879 0.7124  0.033
H17 -1.0645 1.8133 2.6808  0.010
H18 -2.7727 1.2909 2.6097  0.000
C14 -0.5775 1.3687 -0.0304  0.205
C15 -0.5670 1.9574 -1.3244  0.033
H19 1.0149 1.0634 0.8297  0.208
C16 -1.7012 2.6369 -1.8519  0.006
C17 -2.8756 2.7211 -1.0920  0.009
C18 -1.6559 3.3530 -3.1673  0.001
C19 -2.9229 2.1654 0.1934  0.006
H20 -3.7413 3.2571 -1.4853  0.001
C20 -4.1551 2.3899 1.0170  0.001
H21 -4.9158 2.8706 0.3919  0.001
H22 -3.9753 3.0531 1.8768  0.000
H23 -4.5681 1.4443 1.3866  0.000
H24 -0.9719 4.2150 -3.1568  0.000
H25 -2.6564 3.7376 -3.3949  0.001
H26 -1.3575 2.6812 -3.9802  0.000
H27 0.6033 2.6076 -3.0068  0.000
H28 1.4123 2.7118 -1.4131  0.011
F1 2.1614 -1.2829 0.9737  0.111

**Energy**: -81136.9008 eV
**<S²>**: 6.014
**HOMO level (spin up / spin down)**: -1.3 / -4.5 eV
**2S+1**: 5
**E_LUMO (spin up / spin down)**: 3.0 / 3.0 eV
**Net charge**: -1

Entry from OMol25: a cluster of 2 separate species, C6H9BF3N in total (the ωB97M-V functional and the def2-TZVPD basis).

Each line ends with the natural charge from an NBO analysis.
Atoms and positions in Å:
C1 -0.0734 2.5127 -1.2257  -0.415
N1 1.0703 1.7976 -0.8483  -0.730
B1 1.7437 0.9418 -0.2923  0.756
C2 2.7752 -0.0064 0.4645  0.744
F1 3.7410 0.6503 1.1768  -0.323
F2 2.1871 -0.7817 1.3714  -0.313
F3 3.4990 -0.8544 -0.4046  -0.343
H1 -0.9853 1.9921 -0.8998  0.212
H2 -0.0675 3.5273 -0.7382  0.205
H3 -0.1864 2.6806 -2.2893  0.207
C3 -0.9833 -1.7716 1.9979  -0.356
C4 -1.6932 -1.2227 1.0366  -0.239
C5 -1.1190 -1.2562 -0.2978  -0.216
C6 -1.7442 -0.7863 -1.3776  -0.391
H4 -0.0332 -2.2369 1.8260  0.193
H5 -1.3582 -1.7723 3.0245  0.197
H6 -2.5602 -0.5863 1.3228  0.212
H7 -0.0637 -1.5541 -0.2464  0.202
H8 -2.7252 -0.2619 -1.2444  0.193
H9 -1.4236 -1.0117 -2.3562  0.203

**Energy**: -16685.1843 eV
**Energy above the lowest of the compared OMol25 structures with the same formula, charge and spin**: 0.0 kcal per mole
**HOMO level**: -9.1 eV
**SMILES string**: C/N=B/C(F)(F)F.C=CC=C
**E_LUMO**: 0.6 eV

Entry from OMol25: a cluster of 2 separate species, C2H2N4O in total (the ωB97M-V functional and the def2-TZVPD basis).

Each line ends with the natural charge from an NBO analysis.
Atoms and positions in Å:
C1 -0.6809 -0.9766 0.0063  0.142
C2 0.6251 0.6687 -0.0257  0.129
N1 -0.6610 0.3670 0.0125  -0.521
N2 0.5000 -1.5136 -0.0261  -0.330
N3 1.3863 -0.4126 -0.0449  -0.287
N4 3.2969 0.4735 -0.0416  0.526
O1 4.1604 -0.2558 0.0515  -0.043
H1 -1.5828 -1.5519 0.0369  0.197
H2 0.9999 1.6720 -0.0313  0.188

**Energy**: -10109.4086 eV
**Energy above the lowest of the compared OMol25 structures with the same formula, charge and spin**: 66.8 kcal per mole
**HOMO level**: -9.6 eV
**E_LUMO**: -2.8 eV

Entry from OMol25: a cluster of 2 separate species, C4H14N3 in total (the ωB97M-V functional and the def2-TZVPD basis).

Each line ends with the natural charge from an NBO analysis.
Atoms and positions in Å:
C1 2.9923 0.5641 0.5966  -0.646
C2 -1.2033 1.7070 -0.6250  -0.694
C3 2.1506 -0.2984 -0.2093  -0.164
C4 0.2121 1.1539 -0.6508  0.149
N1 -2.8804 -0.7778 1.0085  -1.084
N2 0.4815 0.0701 -0.0907  -0.047
N3 -0.2124 -0.8060 0.6402  -0.629
H1 3.9396 0.6663 0.1124  0.254
H2 2.4232 1.6442 0.7359  0.223
H3 3.3070 0.1876 1.5302  0.238
H4 -1.8908 1.3425 0.1660  0.242
H5 -1.1730 2.7985 -0.5593  0.262
H6 -1.5790 1.5751 -1.6610  0.261
H7 2.3557 -0.0680 -1.3002  0.215
H8 2.3956 -1.2826 -0.0141  0.225
H9 0.9470 1.4893 -1.3162  0.225
H10 -3.4488 -1.0121 0.2656  0.386
H11 -2.9630 -1.3440 1.8611  0.400
H12 -1.2240 -0.8392 0.6643  0.423
H13 -3.1555 0.2180 1.3314  0.380
H14 0.1091 -1.7302 0.4631  0.379

**Energy**: -8836.5825 eV
**Energy above the lowest of the compared OMol25 structures with the same formula, charge and spin**: 79.3 kcal per mole
**HOMO level**: -13.8 eV
**E_LUMO**: -3.2 eV
**Net charge**: +1

Entry from OMol25: a cluster of 2 separate species, C5H11NO in total (the ωB97M-V functional and the def2-TZVPD basis).

Each line ends with the natural charge from an NBO analysis.
Atoms and positions in Å:
C1 -1.2655 -2.3336 0.6918  -0.411
C2 -0.0579 -1.7695 0.8800  -0.218
C3 -0.0580 -0.7687 1.9036  -0.309
C4 0.8906 0.1254 1.9092  0.069
N1 0.9594 1.4847 1.8865  -0.620
C5 0.3480 2.1859 0.6767  -0.407
H1 -1.5353 -2.9936 -0.2090  0.196
H2 -2.2097 -2.0533 1.2355  0.189
H3 0.7258 -2.1439 0.3119  0.216
H4 -0.9091 -0.9481 2.6086  0.224
H5 1.9611 -0.3325 1.5774  0.111
H6 1.8908 1.8355 1.9331  0.367
H7 -0.6492 1.8927 0.5161  0.207
H8 0.4804 3.3217 0.6305  0.213
H9 0.8653 1.6988 -0.1722  0.174
O1 -0.4700 -0.0839 -5.6281  -0.940
H10 -0.7930 0.7000 -6.0456  0.468
H11 -0.1736 0.1824 -4.7060  0.472

**Energy**: -8897.0969 eV
**Energy above the lowest of the compared OMol25 structures with the same formula, charge and spin**: 106.1 kcal per mole
**HOMO level**: -7.5 eV
**SMILES string**: C=C/C=C/NC.O
**E_LUMO**: 0.6 eV

Entry from OMol25: a structure of composition C39H37CrN3O2P2Te (the ωB97M-V functional and the def2-TZVPD basis).

Each line ends with the Löwdin spin population.
Atoms and positions in Å:
Cr1 1.4627 1.3046 -0.4935  3.048
N1 3.6877 1.4222 -0.3874  0.001
C1 4.1963 2.4070 -1.3876  0.002
C2 3.7774 3.8311 -1.0643  0.002
C3 2.2598 4.1018 -1.0866  0.009
O1 1.8590 5.2304 -0.9241  0.005
O2 1.4978 3.0568 -1.2550  0.061
H1 4.0673 1.6785 0.5201  0.002
H2 4.1017 0.5185 -0.6028  0.002
H3 3.8096 2.1184 -2.3660  0.000
H4 5.2870 2.3673 -1.4267  0.000
H5 4.2256 4.5125 -1.7869  0.000
H6 4.1541 4.1385 -0.0835  0.000
Te1 -1.6806 -2.1636 -1.7018  0.005
C4 -2.1062 -3.6666 -0.2369  0.002
C5 -2.9688 -3.3741 0.8114  0.000
C6 -3.2499 -4.3701 1.7371  0.000
N2 -2.7397 -5.5947 1.6665  0.000
C7 -1.9373 -5.8739 0.6465  0.000
C8 -1.5945 -4.9500 -0.3338  0.000
C9 -0.6662 -0.8236 -0.4146  0.028
P1 -0.8159 0.8663 -0.9725  -0.047
C10 -0.7364 0.8424 -2.8057  -0.008
C11 -1.8393 0.7875 -3.6513  -0.003
C12 -1.6530 0.6808 -5.0228  0.000
C13 -0.3759 0.6398 -5.5600  -0.002
C14 0.7332 0.6871 -4.7260  0.000
C15 0.5425 0.7810 -3.3611  -0.004
C16 -2.4922 1.4378 -0.5988  -0.008
C17 -3.2910 0.7127 0.2767  -0.005
C18 -4.5785 1.1424 0.5555  0.000
C19 -5.0612 2.3077 -0.0242  -0.005
C20 -4.2585 3.0460 -0.8838  0.000
C21 -2.9719 2.6181 -1.1672  -0.005
P2 1.0503 -0.9612 0.0865  -0.028
C22 1.7344 -2.4902 -0.6135  -0.007
C23 2.1633 -2.4668 -1.9416  -0.002
C24 2.6348 -3.6200 -2.5443  0.000
C25 2.6908 -4.8031 -1.8194  -0.003
C26 2.2519 -4.8344 -0.5043  0.000
C27 1.7659 -3.6841 0.0995  -0.004
C28 1.0867 -1.2908 1.8838  -0.005
C29 2.3114 -1.5911 2.4897  -0.002
C30 2.3966 -1.7269 3.8655  0.000
C31 1.2617 -1.5569 4.6503  -0.002
C32 0.0458 -1.2647 4.0530  0.000
C33 -0.0408 -1.1177 2.6744  -0.001
H7 -3.4250 -2.3969 0.9020  0.000
H8 -3.9216 -4.1811 2.5677  0.000
H9 -1.5487 -6.8864 0.6095  0.000
H10 -0.9452 -5.2353 -1.1499  0.000
H11 -2.8383 0.8403 -3.2385  0.000
H12 -2.5100 0.6307 -5.6815  0.000
H13 -0.2379 0.5802 -6.6310  0.000
H14 1.7292 0.6541 -5.1484  0.000
H15 1.4228 0.8161 -2.7042  0.000
H16 -2.8957 -0.1914 0.7227  0.000
H17 -5.2075 0.5677 1.2225  0.000
H18 -6.0655 2.6451 0.1961  0.000
H19 -4.6353 3.9539 -1.3362  0.000
H20 -2.3414 3.1890 -1.8401  0.000
H21 2.1210 -1.5387 -2.5025  0.000
H22 2.9523 -3.5990 -3.5784  0.000
H23 3.0719 -5.7034 -2.2832  0.000
H24 2.2689 -5.7618 0.0533  0.000
H25 1.4094 -3.7172 1.1205  0.000
H26 3.1930 -1.7478 1.8760  0.000
H27 3.3409 -1.9752 4.3327  0.000
H28 1.3302 -1.6388 5.7273  0.000
H29 -0.8414 -1.1250 4.6569  0.000
H30 -0.9891 -0.8841 2.2048  0.000
N3 1.5100 2.2745 1.4527  -0.028
C34 0.2547 2.6340 2.0932  0.003
C35 -0.6616 3.3933 1.3769  -0.002
C36 -1.8278 3.8156 1.9924  0.000
C37 -2.0809 3.4779 3.3148  -0.003
C38 -1.1607 2.7194 4.0218  0.001
C39 0.0191 2.3117 3.4175  -0.003
H31 1.9670 3.1534 1.2138  0.001
H32 2.0989 1.7867 2.1239  0.002
H33 -0.4467 3.6712 0.3502  0.000
H34 -2.5303 4.4273 1.4424  0.000
H35 -2.9873 3.8184 3.7970  0.000
H36 -1.3446 2.4541 5.0547  0.000
H37 0.7556 1.7551 3.9822  0.000

**Energy**: -103896.0375 eV
**<S²>**: 3.840
**Energy above the lowest of the compared OMol25 structures with the same formula, charge and spin**: 18.2 kcal per mole
**HOMO level (spin up / spin down)**: -9.7 / -9.7 eV
**2S+1**: 4
**E_LUMO (spin up / spin down)**: -4.4 / -3.3 eV
**Net charge**: +1

Entry from OMol25: a structure of composition C2H2FHoO2 (the ωB97M-V functional and the def2-TZVPD basis).

Each line ends with the Löwdin spin population.
Atoms and positions in Å:
H1 -0.8168 -0.1238 1.2622  0.000
O1 0.3391 1.4481 -0.4363  0.067
C1 -0.5347 0.6443 -0.0874  0.011
C2 -0.1536 -0.7608 0.3246  0.010
O2 1.1394 -0.9673 0.3166  0.066
F1 -1.7371 0.6950 -0.7161  0.001
H2 -0.8212 -1.5239 -0.1236  0.000
Ho1 2.5850 0.5883 -0.5399  4.844

**Energy**: -34706.3043 eV
**<S²>**: 8.754
**Energy above the lowest of the compared OMol25 structures with the same formula, charge and spin**: 99.8 kcal per mole
**HOMO level (spin up / spin down)**: -11.9 / -13.9 eV
**2S+1**: 6
**E_LUMO (spin up / spin down)**: -5.0 / -5.9 eV
**Net charge**: +1